Molecular formula: C60H156N12O18
Method: DFT, the ωB97M-V functional and the def2-TZVPD basis

Computed properties:
Relative energy (zero: lowest compared OMol25 entry of this formula, charge and spin) = 977.6 kJ/mol
Structure (SMILES) = COC[C@H](C)N.COC[C@H](C)N.COC[C@H](C)N.COC[C@H](C)N.COC[C@H](C)N.COC[C@H](C)N.COCCNCCOC.COCCNCCOC.COCCNCCOC.COCCNCCOC.COCCNCCOC.COCCNCCOC
LUMO energy = 0.509 eV
HOMO energy = -0.3124 Eh
Energy = -119464.6522 eV

ORCA input file:
```
! RIJCOSX wB97M-V def2-TZVPD def2/J DEFGRID3
* xyz 0 1
C 6.54 0.07 1.05
C 5.65 -0.60 0.04
C 6.50 -1.04 -1.17
O 5.73 -1.78 -2.19
C 6.52 -2.43 -3.19
N 5.04 -1.76 0.66
H 6.06 0.36 1.99
H 6.78 1.08 0.71
H 7.47 -0.46 1.24
H 4.90 0.06 -0.39
H 7.23 -1.72 -0.74
H 7.06 -0.21 -1.62
H 5.92 -2.65 -4.07
H 6.95 -3.36 -2.81
H 7.31 -1.77 -3.56
H 4.88 -2.55 0.06
H 4.27 -1.63 1.30
C 8.13 7.08 -11.57
C 7.72 6.73 -10.09
C 6.66 7.81 -9.44
O 5.53 7.52 -10.17
C 4.28 7.94 -9.71
N 7.08 5.38 -10.14
H 8.56 8.07 -11.49
H 7.31 7.11 -12.29
H 8.95 6.38 -11.74
H 8.62 6.53 -9.52
H 7.03 8.84 -9.47
H 6.45 7.49 -8.42
H 4.10 7.73 -8.65
H 3.57 7.42 -10.34
H 4.08 9.00 -9.90
H 6.19 5.70 -10.48
H 7.43 4.85 -10.92
C -3.00 4.71 3.67
C -2.30 6.07 4.03
C -0.76 6.00 4.25
O -0.48 5.20 5.34
C 0.63 5.65 6.06
N -2.74 7.04 3.09
H -2.74 4.49 2.64
H -4.08 4.66 3.68
H -2.60 3.92 4.31
H -2.59 6.50 4.99
H -0.41 7.03 4.36
H -0.23 5.69 3.35
H 0.77 5.20 7.05
H 0.51 6.73 6.17
H 1.52 5.40 5.48
H -2.09 7.01 2.32
H -2.81 8.02 3.33
C 1.10 1.60 -12.45
C -0.23 1.41 -13.23
C -0.32 2.64 -14.24
O -0.63 3.86 -13.51
C -1.86 4.02 -12.83
N -0.31 0.15 -13.84
H 1.96 1.42 -13.09
H 1.16 0.84 -11.67
H 1.31 2.58 -12.01
H -0.97 1.45 -12.42
H -1.01 2.27 -15.00
H 0.61 2.73 -14.81
H -2.73 3.61 -13.32
H -2.12 5.06 -12.60
H -1.75 3.55 -11.85
H -1.07 0.26 -14.49
H -0.51 -0.54 -13.13
C 1.04 -8.74 -0.28
C 2.10 -8.91 -1.32
C 1.93 -9.96 -2.46
O 1.94 -11.24 -1.90
C 1.94 -12.25 -2.89
N 2.33 -7.56 -1.94
H 0.74 -9.66 0.22
H 0.12 -8.48 -0.81
H 1.25 -8.07 0.55
H 3.06 -9.10 -0.85
H 2.83 -9.89 -3.07
H 1.08 -9.63 -3.04
H 1.51 -13.13 -2.42
H 2.98 -12.56 -3.01
H 1.49 -12.06 -3.86
H 3.14 -7.60 -2.55
H 1.65 -7.15 -2.56
C -0.21 -6.15 -9.08
C -1.32 -5.27 -8.41
C -2.53 -6.15 -7.97
O -3.05 -6.82 -9.14
C -4.43 -7.44 -8.95
N -0.71 -4.73 -7.17
H 0.33 -6.64 -8.28
H 0.58 -5.66 -9.66
H -0.60 -6.99 -9.65
H -1.48 -4.51 -9.17
H -3.22 -5.61 -7.33
H -2.13 -6.97 -7.38
H -5.16 -6.73 -8.55
H -4.27 -8.27 -8.26
H -4.74 -7.85 -9.91
H -1.31 -4.37 -6.44
H 0.18 -4.27 -7.28
C -1.78 -1.31 3.00
O -2.29 -1.16 1.69
C -1.20 -1.04 0.77
C -1.63 -1.16 -0.74
N -0.75 -0.42 -1.63
C -0.85 1.11 -1.51
C 0.05 1.93 -2.54
O 1.36 1.52 -2.60
C 2.25 2.08 -3.44
H -2.63 -1.53 3.65
H -1.44 -0.37 3.43
H -1.02 -2.09 2.97
H -0.40 -1.74 1.00
H -0.87 -0.01 0.89
H -2.69 -0.99 -0.94
H -1.41 -2.18 -1.05
H 0.23 -0.62 -1.73
H -0.67 1.36 -0.46
H -1.89 1.32 -1.72
H -0.12 3.01 -2.45
H -0.36 1.66 -3.52
H 3.06 1.41 -3.70
H 2.59 2.86 -2.76
H 1.77 2.57 -4.30
C -12.71 3.02 7.58
O -13.60 1.95 7.78
C -13.27 0.64 7.26
C -12.19 -0.01 8.03
N -11.90 -1.35 7.49
C -10.76 -1.84 8.29
C -10.47 -3.29 7.97
O -11.63 -3.85 8.53
C -11.99 -5.17 7.98
H -11.72 2.87 8.02
H -13.10 3.96 7.99
H -12.40 3.21 6.55
H -12.96 0.62 6.21
H -14.18 0.06 7.38
H -12.54 -0.15 9.05
H -11.31 0.63 8.06
H -12.64 -1.97 7.78
H -10.76 -1.81 9.38
H -9.83 -1.33 8.03
H -9.57 -3.66 8.47
H -10.38 -3.46 6.90
H -12.18 -5.09 6.91
H -12.89 -5.58 8.45
H -11.06 -5.72 8.07
C 1.07 -4.71 9.92
O 0.52 -4.85 11.15
C 0.67 -3.76 11.98
C -0.30 -4.06 13.20
N -1.59 -4.39 12.76
C -2.43 -4.90 13.77
C -3.79 -5.26 13.06
O -4.68 -5.81 14.00
C -5.16 -5.00 15.04
H 0.54 -5.47 9.33
H 2.14 -4.93 9.87
H 0.72 -3.87 9.32
H 0.30 -2.85 11.51
H 1.66 -3.43 12.29
H -0.14 -3.14 13.75
H 0.23 -4.87 13.71
H -1.30 -5.01 12.02
H -2.60 -4.17 14.55
H -1.97 -5.69 14.37
H -3.63 -5.85 12.16
H -4.33 -4.40 12.65
H -5.75 -5.57 15.76
H -5.74 -4.14 14.71
H -4.28 -4.77 15.66
C -1.97 -0.26 17.87
O -2.88 0.06 16.80
C -2.87 1.41 16.39
C -3.77 1.73 15.21
N -3.31 1.22 13.92
C -4.44 1.41 12.88
C -4.72 2.86 12.45
O -5.29 3.61 13.50
C -5.63 4.94 13.08
H -0.92 -0.03 17.70
H -2.04 -1.33 18.07
H -2.17 0.31 18.77
H -1.82 1.69 16.31
H -3.14 2.01 17.26
H -3.77 2.81 15.06
H -4.75 1.35 15.51
H -2.94 0.29 14.01
H -5.39 1.00 13.20
H -4.12 0.88 11.99
H -5.50 2.85 11.69
H -3.82 3.31 12.05
H -4.91 5.38 12.38
H -5.98 5.49 13.96
H -6.53 4.81 12.48
C 15.09 1.37 -5.12
O 16.41 1.89 -5.01
C 16.83 2.26 -3.66
C 18.21 2.96 -3.67
N 19.18 1.85 -3.83
C 20.57 2.36 -4.03
C 21.22 3.01 -2.76
O 22.59 3.19 -2.86
C 23.42 2.09 -2.69
H 14.94 0.54 -4.44
H 14.91 1.04 -6.14
H 14.23 2.00 -4.88
H 16.62 1.48 -2.93
H 16.14 3.07 -3.43
H 18.35 3.43 -2.70
H 18.26 3.75 -4.42
H 18.98 1.35 -4.69
H 20.55 3.08 -4.85
H 21.17 1.46 -4.21
H 21.02 2.62 -1.76
H 20.85 4.03 -2.66
H 24.43 2.30 -3.04
H 23.15 1.31 -3.40
H 23.29 1.67 -1.70
C -7.45 1.43 -7.85
O -7.21 1.25 -9.20
C -8.17 0.37 -9.78
C -9.55 0.96 -9.96
N -9.40 2.28 -10.60
C -10.39 3.32 -10.39
C -9.75 4.66 -10.91
O -8.51 5.04 -10.23
C -8.60 4.86 -8.87
H -6.61 1.90 -7.34
H -7.46 0.48 -7.31
H -8.36 2.02 -7.68
H -8.24 -0.51 -9.14
H -7.86 -0.04 -10.73
H -10.12 1.23 -9.06
H -10.06 0.18 -10.53
H -8.49 2.70 -10.48
H -10.67 3.37 -9.34
H -11.36 3.03 -10.80
H -10.43 5.49 -10.71
H -9.49 4.63 -11.97
H -9.40 5.45 -8.43
H -7.67 5.15 -8.38
H -8.72 3.79 -8.71
*
```